No. 1
A structure of composition C6H14AlO2 in a non-equilibrium geometry, computed with ωB97M-V/def2-TZVPD.

```
! RIJCOSX wB97M-V def2-TZVPD def2/J DEFGRID3
* xyz -1 1
C 2.68 0.07 1.18
C 2.31 0.63 -0.21
C 0.93 0.18 -0.72
C 0.93 -1.35 -0.95
Al -0.50 0.83 0.58
C -2.38 0.80 -0.25
C -3.18 -0.43 -0.01
O -2.77 -1.50 0.45
O -4.50 -0.33 -0.37
H 2.76 0.86 1.92
H 1.96 -0.66 1.51
H 3.63 -0.46 1.12
H 3.09 0.39 -0.93
H 2.25 1.71 -0.11
H 0.82 0.65 -1.69
H 1.08 -1.57 -2.01
H 1.76 -1.83 -0.44
H 0.01 -1.84 -0.67
H -0.50 0.00 1.96
H -0.17 2.40 0.89
H -2.95 1.62 0.19
H -2.40 1.01 -1.31
H -4.88 -1.18 -0.15
*
```

Calculated values
Energy above the lowest of the compared OMol25 structures with the same formula, charge and spin (kcal per mole): 47.67
Orbital gap (eV): 7.80
Maximum force (Eh/bohr): 0.035

=====

No. 2
The ion C5H13N2 with charge +1 in a non-equilibrium geometry, computed with ωB97M-V/def2-TZVPD.

```
! RIJCOSX wB97M-V def2-TZVPD def2/J DEFGRID3
* xyz 1 1
C -0.41 0.00 -0.60
C -1.19 0.60 -1.68
C 0.08 2.08 0.75
C 1.09 0.03 1.33
C 0.18 -2.42 0.03
N 0.16 0.67 0.38
N -0.39 -1.34 -0.76
H -0.69 0.58 -2.66
H -2.18 0.19 -1.92
H -1.41 1.76 -1.57
H -0.23 2.07 1.79
H 0.90 2.73 0.47
H -0.75 2.52 0.14
H 1.51 -0.77 0.81
H 1.82 0.76 1.47
H 0.43 -0.26 2.22
H 0.13 -2.39 1.16
H 1.17 -2.50 -0.03
H -0.32 -3.37 -0.24
H -0.63 -1.66 -1.72
*
```

Calculated values
Energy above the lowest of the compared OMol25 structures with the same formula, charge and spin (kcal per mole): 51.55
SMILES: C/[NH+]=C(/C)N(C)C
Orbital gap (eV): 11.18
Maximum force (Eh/bohr): 0.093

=====

No. 3
The molecule C6H10O, computed with ωB97M-V/def2-TZVPD.

```
! RIJCOSX wB97M-V def2-TZVPD def2/J DEFGRID3
* xyz 0 1
C -2.13 0.43 -0.35
C -1.08 -0.54 -0.74
C 0.24 0.02 -1.22
C 1.18 -0.06 0.01
O 2.53 0.19 -0.16
C 0.63 -1.05 0.98
C 0.45 0.51 1.15
H -2.87 0.23 -1.14
H -2.64 0.13 0.58
H -1.92 1.51 -0.32
H 0.23 1.07 -1.57
H 0.61 -0.63 -2.02
H 2.94 -0.60 -0.53
H 1.23 -1.37 1.81
H 0.00 -1.84 0.58
H 0.98 0.82 2.04
H -0.37 1.19 0.91
*
```

Calculated values
Energy above the lowest of the compared OMol25 structures with the same formula, charge and spin (kcal per mole): 115.92
Orbital gap (eV): 8.26
Maximum force (Eh/bohr): 0.016

=====

No. 4
A structure of composition C19H14HfNO5S in a non-equilibrium geometry, computed with ωB97M-V/def2-TZVPD.

```
! RIJCOSX wB97M-V def2-TZVPD def2/J DEFGRID3
* xyz 3 1
Hf -1.74 0.10 -0.33
O -1.44 2.50 -3.77
C -1.44 2.08 -2.58
O -2.20 1.14 -2.21
C -0.60 2.76 -1.59
C 0.17 3.90 -1.68
C 0.82 4.30 -0.49
C 0.73 3.57 0.67
C -0.09 2.46 0.67
N -0.68 2.10 -0.44
C -0.47 1.63 1.84
O -0.05 1.65 2.93
O -1.46 0.80 1.52
H -2.08 2.06 -4.40
H 0.16 4.58 -2.56
H 1.37 5.22 -0.48
H 1.13 4.00 1.60
O 0.10 -0.48 -1.22
S 0.47 -2.03 -1.24
C -1.06 -2.33 -0.33
C -2.21 -2.34 -1.11
C -3.42 -1.87 -0.55
C -3.45 -1.48 0.80
C -2.31 -1.66 1.65
C -1.10 -2.00 1.06
C 1.89 -2.10 -0.10
C 2.65 -3.19 0.04
C 3.69 -3.10 1.02
C 3.95 -1.93 1.64
C 3.18 -0.79 1.45
C 2.08 -0.93 0.63
H -2.14 -2.55 -2.19
H -4.28 -1.74 -1.20
H -4.34 -1.14 1.27
H -2.33 -1.38 2.70
H -0.17 -1.99 1.69
H 2.52 -4.04 -0.54
H 4.46 -3.88 1.12
H 4.86 -1.89 2.29
H 3.38 0.08 1.94
H 1.43 -0.08 0.48
*
```

Calculated values
Orbital gap (eV): 7.01
Maximum force (Eh/bohr): 0.062

=====

No. 5
A cluster of 7 separate species, C32H49BBr2O20 in total in a non-equilibrium geometry, computed with ωB97M-V/def2-TZVPD.

```
! RIJCOSX wB97M-V def2-TZVPD def2/J DEFGRID3
* xyz 0 1
C 0.13 2.53 -3.92
C -0.27 2.77 -2.80
B -0.43 3.05 -1.29
O -0.42 4.34 -0.91
C -0.73 4.65 0.46
C 0.55 4.91 1.28
C 1.72 5.36 0.40
O 0.90 3.80 2.10
C -0.63 1.80 -0.31
Br -2.51 1.27 -0.53
C 0.34 0.63 -0.46
C 0.16 -0.30 -1.66
Br 2.14 1.38 -0.45
H 0.55 2.30 -4.87
H -1.27 5.60 0.44
H -1.38 3.93 0.93
H 0.34 5.75 1.94
H 1.39 6.04 -0.37
H 2.45 5.90 1.00
H 2.18 4.48 -0.05
H 1.44 3.21 1.56
H -0.58 2.10 0.74
H 0.27 0.03 0.44
H 0.48 -1.31 -1.40
H -0.87 -0.36 -2.01
H 0.80 0.02 -2.48
C 5.01 -1.50 2.06
C 5.12 -2.50 0.93
C 5.91 -2.01 -0.26
O 5.29 -2.71 -1.35
C 4.02 -2.99 -0.99
O 3.17 -3.38 -1.72
O 3.83 -2.74 0.33
H 4.41 -0.64 1.75
H 4.51 -1.95 2.91
H 5.99 -1.16 2.38
H 5.50 -3.45 1.30
H 6.97 -2.26 -0.21
H 5.80 -0.94 -0.44
C -5.15 4.17 5.15
C -4.66 4.95 3.97
C -3.99 4.11 2.91
O -3.05 5.02 2.34
C -2.74 5.95 3.28
O -1.85 6.72 3.18
O -3.58 5.85 4.33
H -4.30 3.75 5.71
H -5.70 4.81 5.84
H -5.80 3.36 4.84
H -5.46 5.56 3.54
H -4.68 3.75 2.15
H -3.45 3.26 3.33
C -1.92 -1.66 -5.70
C -1.41 -0.90 -6.90
C -0.81 -1.77 -7.98
O 0.16 -0.89 -8.57
C 0.53 0.00 -7.63
O 1.45 0.75 -7.72
O -0.29 -0.07 -6.55
H -1.09 -2.12 -5.16
H -2.42 -0.99 -5.00
H -2.62 -2.44 -6.00
H -2.20 -0.26 -7.30
H -1.54 -2.08 -8.72
H -0.30 -2.65 -7.60
C -1.99 0.01 7.48
C -3.27 0.79 7.68
C -4.39 0.02 8.35
O -5.56 0.63 7.79
C -5.22 1.13 6.58
O -5.99 1.53 5.76
O -3.88 1.12 6.41
H -2.14 -0.80 6.77
H -1.21 0.66 7.09
H -1.65 -0.40 8.43
H -3.07 1.73 8.20
H -4.39 0.13 9.43
H -4.38 -1.04 8.09
C 3.20 -3.36 -4.52
C 3.22 -4.31 -5.68
C 3.93 -3.79 -6.92
O 3.23 -4.46 -7.98
C 1.98 -4.74 -7.53
O 1.09 -5.12 -8.21
O 1.89 -4.54 -6.19
H 2.59 -2.49 -4.77
H 2.76 -3.81 -3.65
H 4.20 -3.02 -4.26
H 3.63 -5.28 -5.38
H 4.99 -4.05 -6.94
H 3.81 -2.72 -7.04
C 0.78 -4.51 0.89
C 0.03 -4.03 2.11
C -0.85 -2.83 1.88
O -0.84 -2.19 3.17
C 0.31 -2.54 3.79
O 0.71 -2.03 4.79
O 0.93 -3.53 3.12
H 1.52 -3.77 0.59
H 1.31 -5.43 1.11
H 0.09 -4.69 0.07
H -0.54 -4.86 2.55
H -1.86 -3.09 1.59
H -0.43 -2.14 1.14
*
```

Calculated values
SMILES: C#CB(OC[C@H](C)O)[C@@H](Br)[C@@H](C)Br.C[C@@H]1COC(=O)O1.C[C@@H]1COC(=O)O1.C[C@@H]1COC(=O)O1.C[C@@H]1COC(=O)O1.C[C@@H]1COC(=O)O1.C[C@@H]1COC(=O)O1
Orbital gap (eV): 10.09
Maximum force (Eh/bohr): 0.025